ORCA calculation (ωB97M-V/def2-TZVPD) on a molecular structure, CH2Cl2NO2P.

Summary:
LUMO = 0.56 eV
F_max = 0.0369 hartree/bohr
Charge = 0
Frontier orbital gap = 11.29 eV
DFT total energy = -40990.191 eV
HOMO level = -10.735 eV
Energy above the lowest of the compared OMol25 structures with the same formula, charge and spin = 0.000 eV

The geometry in XYZ format:
```
9
Properties=species:S:1:pos:R:3:forces:R:3:lowdin_charge:R:1
C -0.18306 -1.07096 -0.71509 -0.9 -0.4 -0.7 -0.36
N -1.10847 -0.23769 -0.72975 -1.3 0.4 -0.5 0.06
O 0.80036 -0.74861 0.10432 0.7 0.8 0.9 -0.25
O 0.60010 1.89497 -0.37685 0.0 0.3 0.1 -0.34
P 0.54109 0.85131 0.62913 1.3 -1.1 -0.9 -0.16
Cl 2.21973 0.76172 1.71628 0.2 0.3 0.5 0.39
Cl -0.88096 0.89903 1.98141 -0.3 0.0 0.6 0.43
H -0.08112 -2.00321 -1.26881 0.2 0.0 0.1 0.14
H -1.90766 -0.34656 -1.34064 0.2 -0.3 -0.1 0.09
```
Forces are in eV/Å.